Record 1
{"formula": "C37H34IrN4O4P2", "method": "ωB97M-V/def2-TZVPD", "symbols": ["Ir", "O", "C", "O", "C", "C", "C", "C", "C", "N", "C", "O", "O", "H", "H", "H", "H", "H", "C", "N", "P", "C", "C", "C", "C", "C", "C", "C", "C", "C", "C", "C", "C", "P", "C", "C", "C", "C", "C", "C", "C", "C", "C", "C", "C", "C", "H", "H", "H", "H", "H", "H", "H", "H", "H", "H", "H", "H", "H", "H", "H", "H", "H", "H", "H", "H", "H", "H", "H", "N", "C", "C", "C", "N", "C", "C", "H", "H", "H", "H", "H", "H"], "coordinates": [[-0.9250, 0.8056, 0.4918], [1.1070, 2.0982, 4.3071], [0.2768, 1.8960, 3.2568], [0.4584, 2.3114, 2.1570], [-0.9947, 1.0813, 3.5886], [-1.3051, 0.9481, 4.9595], [-2.6131, 0.4700, 5.2234], [-3.4405, 0.1406, 4.1413], [-2.9481, 0.2218, 2.8695], [-1.7384, 0.7099, 2.5776], [-3.7359, -0.1967, 1.6458], [-4.9026, -0.8469, 1.8191], [-3.2630, -0.0321, 0.5501], [1.8616, 2.7340, 4.0852], [-0.6649, 1.4516, 5.6377], [-3.0556, 0.3553, 6.1859], [-4.4159, -0.1712, 4.2581], [-5.1778, -0.9273, 2.7172], [1.6848, -3.0849, -1.1312], [1.2875, -1.6327, -1.0391], [-0.3134, -1.3796, -0.2530], [-1.5635, -2.0118, -1.4163], [-1.4682, -1.5228, -2.7283], [-2.4659, -1.6891, -3.6817], [-3.6440, -2.3741, -3.3161], [-3.7654, -2.8792, -2.0087], [-2.7569, -2.6766, -1.0968], [-0.2318, -2.4207, 1.2547], [0.4421, -1.8280, 2.3544], [0.5775, -2.5875, 3.4845], [0.0931, -3.8786, 3.5365], [-0.5309, -4.5077, 2.4673], [-0.6859, -3.7393, 1.3317], [2.4904, -0.5119, -0.5943], [4.0376, -1.2995, -1.1940], [5.1583, -1.2460, -0.4430], [6.3592, -1.8239, -0.8554], [6.4091, -2.4969, -2.0567], [5.2683, -2.5499, -2.8991], [4.1167, -1.9001, -2.4777], [2.1807, 0.9793, -1.6067], [2.7661, 2.1598, -1.2706], [2.6044, 3.2495, -2.0993], [1.8269, 3.1343, -3.2331], [1.2957, 1.9373, -3.6408], [1.4608, 0.8385, -2.7735], [0.7639, -3.6257, -1.0552], [2.3305, -3.3551, -0.2992], [2.2031, -3.2376, -2.0641], [-0.5981, -0.9661, -2.9658], [-2.3271, -1.2934, -4.7091], [-4.4466, -2.5700, -3.9740], [-4.6727, -3.4652, -1.7551], [-2.8655, -3.0203, -0.0699], [0.7520, -0.7973, 2.2122], [1.1226, -2.1656, 4.2969], [0.3102, -4.4978, 4.4328], [-0.8909, -5.4967, 2.6023], [-1.2288, -4.0992, 0.4695], [5.1427, -0.7993, 0.5565], [7.1995, -1.8463, -0.1479], [7.2823, -2.9773, -2.3343], [5.3512, -2.9387, -3.9184], [3.3038, -1.8200, -3.1399], [3.4547, 2.2839, -0.4576], [3.0187, 4.2194, -1.7808], [1.6584, 4.0018, -3.8644], [0.7971, 1.7769, -4.5612], [1.0554, -0.1246, -3.0768], [-2.4538, 6.7090, -0.9226], [-2.1938, 5.4151, -0.6686], [-3.1081, 4.3524, -0.9712], [-2.7007, 3.0285, -0.6880], [-1.4972, 2.6992, -0.1840], [-0.6500, 3.7383, 0.0659], [-0.9587, 5.0360, -0.1513], [-3.3668, 7.0012, -1.2189], [-1.7969, 7.4822, -0.7864], [-4.0436, 4.5550, -1.4319], [-3.3770, 2.2001, -0.9321], [0.3749, 3.6190, 0.4002], [-0.1013, 5.6707, 0.0069]], "orbital_gap_ev": [7.41, 5.62], "homo_energy_ev": [-15.93, -16.16], "total_charge": 3, "lumo_ev": [-8.5, -10.5], "spin_multiplicity": 5, "s_squared": 6.01}


Record 2
{"formula": "C37H34MnN8O6S2", "method": "ωB97M-V/def2-TZVPD", "symbols": ["Mn", "N", "C", "C", "C", "C", "C", "C", "C", "C", "C", "C", "C", "C", "N", "C", "C", "C", "C", "N", "H", "H", "H", "H", "H", "H", "H", "H", "H", "H", "N", "C", "C", "C", "C", "C", "C", "S", "O", "O", "N", "C", "N", "C", "C", "C", "N", "H", "H", "H", "H", "H", "H", "H", "H", "H", "C", "C", "C", "C", "C", "C", "C", "S", "O", "O", "N", "C", "C", "C", "O", "O", "H", "H", "H", "H", "H", "H", "H", "H", "H", "H", "H", "H", "C", "H", "H", "H"], "coordinates": [[1.7226, 16.1162, 10.1920], [3.6454, 25.9983, 11.0231], [3.4238, 24.8548, 11.0444], [3.2635, 23.4634, 10.9495], [2.1685, 22.7551, 11.3929], [2.0363, 21.3992, 11.1592], [2.9922, 20.6683, 10.4348], [4.1244, 21.3862, 10.0663], [4.2797, 22.7221, 10.2557], [2.7320, 19.3403, 9.9765], [3.7244, 18.3549, 10.2021], [5.1155, 18.5311, 10.5541], [5.7815, 17.3152, 10.4095], [4.7932, 16.4114, 10.0195], [3.5826, 16.9394, 9.9116], [1.4308, 18.9568, 9.4567], [0.3603, 19.8506, 9.0506], [-0.6371, 19.0490, 8.4946], [-0.1576, 17.7587, 8.4733], [1.0584, 17.6540, 9.0686], [1.4190, 23.2768, 11.9797], [1.1177, 20.9416, 11.4935], [4.9344, 20.9262, 9.4712], [5.1026, 23.2604, 9.8161], [5.5852, 19.4808, 10.8728], [6.8343, 17.1097, 10.5724], [4.9857, 15.3529, 9.8125], [0.3398, 20.9245, 9.1842], [-1.5900, 19.3853, 8.1328], [-0.6656, 16.8596, 8.0283], [-4.3446, 14.6382, 13.8764], [-3.9673, 14.3514, 12.5810], [-3.6194, 13.0353, 12.1268], [-2.9790, 12.8386, 10.9194], [-2.6683, 13.9479, 10.1301], [-3.1385, 15.2416, 10.4603], [-3.7672, 15.4221, 11.6753], [-1.3027, 13.8927, 8.9857], [-1.4460, 14.8856, 7.9542], [-1.4074, 12.5209, 8.5129], [0.0559, 14.4130, 9.8461], [1.0506, 13.5891, 10.2020], [2.1152, 14.2454, 10.7292], [2.9876, 13.5657, 11.5492], [2.9930, 12.1827, 11.5383], [2.0471, 11.5848, 10.6918], [1.0209, 12.2796, 10.1354], [-4.1772, 13.9120, 14.5550], [-3.9772, 15.4557, 14.2496], [-3.7932, 12.1915, 12.7878], [-2.6238, 11.8396, 10.6291], [-3.0011, 16.0660, 9.7500], [-4.1305, 16.4219, 11.9643], [3.6811, 14.1575, 12.1334], [3.7266, 11.6319, 12.0848], [1.9277, 10.5438, 10.5016], [-0.5408, 12.2559, 17.8146], [-0.7207, 13.5760, 17.1240], [-1.2339, 14.6648, 17.8764], [-1.4892, 15.8668, 17.2364], [-1.2401, 16.0020, 15.8732], [-0.7084, 14.9196, 15.1089], [-0.3544, 13.7396, 15.7797], [-1.4719, 17.6161, 15.0749], [-2.4758, 17.4898, 14.0069], [-1.7025, 18.4595, 16.2124], [-0.1988, 18.0623, 14.1621], [1.1126, 18.5527, 14.6050], [2.2873, 17.7916, 14.0043], [1.9933, 16.5639, 13.1452], [2.2729, 15.4069, 13.4910], [1.4744, 16.8761, 11.9552], [-0.7672, 12.3288, 18.8702], [0.4328, 11.7969, 17.6828], [-1.2476, 11.5373, 17.3885], [-1.4121, 14.4846, 18.9607], [-1.9805, 16.6923, 17.7867], [-0.5058, 15.0220, 14.0606], [0.1294, 12.9327, 15.2323], [-0.3693, 18.1009, 13.1711], [1.0644, 18.4885, 15.7222], [1.2026, 19.5876, 14.3194], [2.8944, 17.4350, 14.8251], [2.8716, 18.5043, 13.4414], [2.1286, 15.4587, 8.3188], [2.7975, 14.5880, 8.3429], [2.5684, 16.2385, 7.6756], [1.1951, 15.1642, 7.8440]], "orbital_gap_ev": [3.73, 5.38], "homo_energy_ev": [-0.17, -1.81], "total_charge": -2, "lumo_ev": [3.6, 3.6], "spin_multiplicity": 6, "s_squared": 8.93}


Record 3
{"formula": "C37H34N2O2", "method": "ωB97M-V/def2-TZVPD", "symbols": ["C", "C", "C", "C", "C", "C", "N", "C", "N", "C", "C", "C", "C", "C", "C", "C", "C", "C", "C", "C", "C", "C", "C", "H", "H", "H", "H", "H", "H", "H", "H", "H", "H", "H", "H", "H", "H", "H", "H", "H", "H", "H", "H", "H", "H", "H", "H", "C", "C", "C", "C", "C", "C", "C", "O", "C", "C", "C", "C", "C", "C", "C", "C", "C", "O", "H", "H", "H", "H", "H", "H", "H", "H", "H", "H"], "coordinates": [[6.0937, 0.3964, 0.1114], [4.6542, 0.8128, 0.0733], [3.8359, 0.4316, -0.9955], [2.5153, 0.8817, -1.1096], [1.7981, 0.7493, -2.4205], [1.9627, 1.5138, 0.0239], [0.5725, 1.7458, 0.1492], [-0.4946, 0.7869, -0.0569], [-1.7048, 1.6314, 0.2835], [-3.0611, 1.3370, 0.0134], [-3.6134, 0.3279, 0.8582], [-2.7594, -0.2491, 1.8031], [-5.0052, 0.0749, 0.7965], [-5.8435, 0.9193, 0.0861], [-7.3365, 0.7446, 0.1842], [-5.2823, 1.9290, -0.7049], [-3.9029, 2.1461, -0.7759], [-3.4657, 3.2678, -1.6686], [-1.2893, 2.9365, 0.3885], [0.0495, 3.0086, 0.2692], [2.7767, 1.9679, 1.0912], [2.1561, 2.6321, 2.2797], [4.1242, 1.6001, 1.0982], [6.5874, 0.8519, 0.9794], [6.2117, -0.6950, 0.1808], [6.6032, 0.7084, -0.8120], [4.2338, -0.2287, -1.7726], [0.8479, 0.2138, -2.3413], [1.5656, 1.7251, -2.8693], [2.4485, 0.2033, -3.1183], [-3.0802, -1.1329, 2.3507], [-0.5901, 0.6160, -1.1321], [-2.0177, 0.3934, 2.2888], [-5.4234, -0.7342, 1.3997], [-7.8516, 1.3022, -0.6068], [-7.5878, -0.3235, 0.1139], [-7.7249, 1.1050, 1.1496], [-5.9486, 2.5674, -1.2874], [-4.3054, 3.5197, -2.3298], [-3.2330, 4.1868, -1.1190], [-2.6149, 3.0122, -2.3022], [-1.9771, 3.7603, 0.5419], [0.6727, 3.8943, 0.3140], [2.8397, 2.5764, 3.1341], [1.9436, 3.6948, 2.1093], [1.2166, 2.1442, 2.5697], [4.7600, 1.8745, 1.9389], [2.0198, -4.7021, -3.5509], [2.2940, -4.1512, -2.2965], [1.4025, -3.2117, -1.7746], [0.2461, -2.8444, -2.4735], [-0.0115, -3.3482, -3.7444], [0.8878, -4.2835, -4.2823], [-0.5028, -1.7897, -1.7321], [-1.5614, -1.2572, -2.1113], [0.2895, -1.5063, -0.5420], [-0.2617, -0.5875, 0.5029], [0.4310, -0.8824, 1.8952], [1.7890, -0.6609, 2.1544], [2.3678, -1.0183, 3.3808], [1.5958, -1.7433, 4.3084], [0.2812, -2.0900, 4.0068], [-0.2819, -1.6595, 2.8020], [1.5111, -2.3329, -0.5681], [2.5198, -2.3021, 0.1509], [2.6846, -5.4439, -3.9938], [3.1758, -4.4399, -1.7268], [-0.9190, -3.0227, -4.2667], [0.6885, -4.6944, -5.2767], [-1.2748, -0.9885, 0.6168], [2.4213, -0.2956, 1.3445], [3.4195, -0.7679, 3.5751], [2.0490, -2.1051, 5.2298], [-0.3192, -2.7290, 4.6591], [-1.2982, -1.9694, 2.5556]], "orbital_gap_ev": 4.55, "homo_energy_ev": -6.76, "lumo_ev": -2.2, "spin_multiplicity": 1}


Going through the records in order, we get ΔE to the lowest compared entry with this formula, charge and spin values of 15.40; 29.82; 46.85 kcal per mole.